No. 1
{"formula": "C9H15NO4", "method": "ωB97M-V with the def2-TZVPD basis set", "symbols": ["C", "C", "C", "C", "C", "C", "C", "C", "C", "N", "O", "O", "O", "O", "H", "H", "H", "H", "H", "H", "H", "H", "H", "H", "H", "H", "H", "H", "H"], "xyz": [[0.41587, 1.55801, -0.20569], [-0.61823, 0.73204, -0.63217], [-0.65902, 1.44117, 3.35927], [-0.46393, -0.59512, -0.59320], [0.79628, -3.34738, -1.29365], [1.39778, 3.45829, 0.59945], [-2.93683, 0.77756, -1.12302], [0.52842, -2.74366, 0.11310], [0.74444, -1.24401, 0.11786], [-0.16019, 1.25347, 2.32473], [-1.15094, 1.62051, 4.42766], [2.02461, -0.88597, -0.48957], [0.44654, 2.85375, -0.25067], [-1.73275, 1.37633, -1.08111], [-1.38334, -1.08277, -0.89354], [1.81645, -3.66391, -1.37097], [0.76359, -2.47709, -1.99189], [0.23530, -4.13195, -1.59804], [2.17800, 4.00906, 0.06094], [1.85047, 2.62409, 1.14478], [0.86077, 4.12670, 1.27296], [-3.17196, 0.02954, -0.30492], [-3.25559, 0.20771, -2.10028], [-3.78561, 1.63930, -1.05575], [1.34005, -3.26123, 0.72622], [-0.32858, -2.98943, 0.64018], [0.80464, -0.73178, 1.17836], [1.27132, 1.05809, 0.14404], [2.17245, -1.61132, -1.12508]], "forces_ev_per_a": [[0.439, 2.434, 1.162], [-1.802, 0.130, -1.382], [-0.698, 0.319, 1.615], [0.491, 0.532, 0.713], [1.182, 3.936, 0.701], [1.402, -0.032, 1.009], [-5.496, -0.760, -0.698], [3.946, -1.158, 0.279], [0.064, 1.145, 1.085], [1.540, -0.517, -3.407], [-0.482, 0.166, 0.891], [-1.041, -0.937, -0.149], [-1.404, -1.861, -1.072], [2.053, 1.029, 0.057], [0.364, -0.897, 0.025], [0.714, -0.350, 0.182], [-0.595, -0.919, -0.208], [-2.141, -2.179, -0.891], [-0.493, -0.141, -0.295], [0.096, 0.645, 0.410], [0.022, -0.234, -0.048], [0.614, 0.972, -0.488], [1.229, 1.001, 1.333], [2.124, -1.966, 0.009], [-0.916, 1.053, -0.221], [-2.117, -0.505, 0.399], [-0.470, -1.279, -1.742], [1.024, -0.355, 0.532], [0.351, 0.729, 0.200]], "lumo_ev": -1.68, "e_above_lowest_kcal_mol": 141.09, "homo_ev": -7.76}

---

No. 2
{"formula": "C9H15O5Tb", "method": "ωB97M-V with the def2-TZVPD basis set", "symbols": ["C", "O", "C", "C", "O", "C", "C", "O", "H", "H", "H", "H", "H", "H", "H", "H", "H", "O", "C", "C", "O", "C", "C", "Tb", "H", "H", "H", "H", "H", "H"], "xyz": [[0.01752, -2.49311, 1.34079], [0.77474, -1.36493, 0.93603], [1.61356, -1.50789, -0.17933], [2.61886, -0.39475, -0.04332], [1.83766, 0.77352, 0.20134], [2.39598, 2.03658, 0.01393], [1.34244, 3.03951, 0.36322], [0.18699, 2.70643, 0.53956], [-0.55598, -2.87540, 0.48360], [0.70091, -3.26819, 1.71255], [-0.69229, -2.14178, 2.09686], [1.96514, -2.52561, -0.36996], [3.25948, -0.51198, 0.84585], [3.21971, -0.32164, -0.95995], [3.26663, 2.16630, 0.68062], [1.61230, 4.10445, 0.24946], [2.71273, 2.21427, -1.02843], [-2.24741, 0.84215, 1.77397], [-3.32397, 0.25051, 1.09553], [-2.89010, -0.39167, -0.19027], [-2.93808, 0.35357, -1.37496], [-1.88711, 0.18342, -2.24144], [-0.62018, -0.06476, -1.87088], [-0.42809, 0.64465, 0.87283], [-4.14554, 0.97350, 0.89662], [-3.72954, -0.56408, 1.73515], [-2.68640, -1.46257, -0.31196], [-2.19764, 0.44769, -3.25939], [0.08842, 0.32143, -2.61606], [0.72930, -1.16964, -1.39195]], "forces_ev_per_a": [[-0.300, -0.666, -0.439], [-0.380, 0.157, 0.880], [-1.596, 0.779, -3.997], [0.727, -1.003, 0.005], [-0.186, 0.549, -0.300], [0.633, -0.007, 0.620], [0.539, 0.608, -1.588], [0.554, 1.610, 0.390], [0.172, -0.015, 0.189], [-0.372, 0.171, 0.108], [0.232, -0.284, 0.102], [0.266, 0.290, 0.527], [0.094, -0.096, -0.324], [-0.130, 0.186, 0.257], [-0.028, 0.197, -0.277], [-0.070, -0.176, 0.405], [-0.052, 0.064, 0.181], [0.220, 0.299, 0.276], [-1.201, -0.808, -0.086], [0.285, 0.449, -1.099], [-0.417, -1.307, 1.642], [0.922, 0.618, -0.640], [-0.274, 1.429, 1.445], [-1.710, -2.226, -1.546], [0.526, -0.239, 0.140], [0.000, 0.447, -0.316], [-0.106, 0.425, -0.010], [-0.067, -0.044, 0.373], [-0.182, -0.773, -0.320], [1.901, -0.636, 3.404]], "lumo_ev": [-4.49, -4.48], "homo_ev": [-10.35, -11.15], "charge": 1, "multiplicity": 8}

---

No. 3
{"formula": "C9H15PS", "method": "ωB97M-V with the def2-TZVPD basis set", "symbols": ["C", "C", "C", "C", "C", "C", "C", "C", "C", "P", "S", "H", "H", "H", "H", "H", "H", "H", "H", "H", "H", "H", "H", "H", "H", "H"], "xyz": [[1.67632, -0.03788, 1.66487], [2.11519, 1.26286, 1.57688], [1.67536, 2.07267, 0.45174], [-1.55350, -0.90290, -1.52007], [-1.52524, -1.95554, -0.39536], [0.59010, 1.45232, -0.34692], [-0.13331, -0.59734, -1.94475], [-0.70566, -1.65698, 0.83988], [0.89659, 0.02496, -0.88207], [1.07525, -1.23270, 0.53340], [-1.45667, 1.50770, 2.66025], [-2.18346, 0.46631, 3.20853], [2.68636, 1.68271, 2.39202], [1.58196, 3.14244, 0.71986], [2.72763, 1.93151, -0.12898], [-2.20981, -1.18361, -2.34835], [-2.03976, 0.15266, -1.24499], [-2.47139, -2.33984, -0.12887], [-1.07994, -2.87003, -0.76312], [-0.29286, 1.36428, 0.40516], [0.43410, 2.15902, -1.21573], [0.33508, -1.46692, -2.34286], [-0.25795, 0.23477, -2.77413], [-1.07085, -0.78861, 1.52522], [-0.61356, -2.51019, 1.52557], [1.80002, 0.08833, -1.46717]], "forces_ev_per_a": [[-0.638, 2.637, -1.759], [-0.784, -4.468, 2.700], [2.730, 0.292, -1.409], [-0.792, 2.259, 1.614], [0.851, -0.073, -0.614], [-1.845, -0.129, -0.341], [-0.277, 3.113, -0.774], [0.310, 1.965, 2.753], [-0.813, 0.433, -0.577], [0.451, 0.686, -0.138], [-0.255, -0.855, 0.183], [0.518, 0.725, -0.413], [0.617, 0.140, -0.231], [-0.259, -0.636, -0.285], [-1.979, 0.836, 0.704], [0.470, -0.464, -0.051], [0.914, -2.290, 0.184], [-1.415, 0.187, 0.613], [0.384, -0.297, -0.864], [0.706, 0.497, -1.438], [-0.522, -0.923, 0.806], [0.452, -0.667, -0.560], [0.730, -1.656, 1.321], [0.185, -1.008, -1.237], [-0.440, -0.069, -0.321], [0.700, -0.233, 0.136]], "lumo_ev": [-2.63, -2.73], "e_above_lowest_kcal_mol": 114.19, "homo_ev": [-6.86, -6.62]}

---

No. 4
{"formula": "C9H16Ag4Br8O3", "method": "ωB97M-V with the def2-TZVPD basis set", "symbols": ["Ag", "Ag", "Ag", "Ag", "C", "O", "O", "O", "Br", "C", "C", "Br", "H", "H", "H", "H", "Br", "C", "C", "Br", "H", "H", "H", "H", "Br", "C", "C", "Br", "H", "H", "H", "H", "Br", "C", "C", "Br", "H", "H", "H", "H"], "xyz": [[0.84357, -3.93923, -1.11658], [3.81437, -1.25782, -1.33569], [2.47938, -2.97503, 1.57480], [0.95383, -0.95612, -3.86744], [1.05612, -1.16115, -1.18793], [1.55680, -0.20587, -1.76255], [0.17641, -1.78017, -1.78012], [1.59230, -1.70247, -0.23625], [2.69719, -0.75982, 2.92579], [1.49619, 0.69397, 2.44298], [0.29861, 0.73217, 3.46020], [-0.48583, -1.03438, 3.82891], [1.10635, 0.46247, 1.45175], [2.02761, 1.64457, 2.48834], [-0.48507, 1.43151, 3.16887], [0.77837, 1.00367, 4.40053], [0.11588, 3.97590, -2.61067], [1.75721, 3.46833, -1.58633], [2.66578, 2.79896, -2.53210], [3.31656, 4.10945, -3.77358], [1.32564, 2.76719, -0.87201], [2.24592, 4.33013, -1.13185], [2.25743, 1.93525, -3.05683], [3.57811, 2.45164, -2.04721], [-0.89014, 2.81284, 1.14756], [-2.25211, 2.50609, -0.23061], [-2.23940, 1.02481, -0.60968], [-3.42518, 0.91798, -2.26478], [-1.85785, 2.93818, -1.15037], [-3.16069, 2.99195, 0.12510], [-2.63806, 0.37030, 0.16543], [-1.29868, 0.66033, -1.02235], [-0.35090, -4.52423, 1.55919], [-1.83604, -3.30729, 1.07413], [-3.21923, -3.95493, 0.79223], [-3.12024, -5.47781, -0.52115], [-1.51348, -2.83769, 0.14487], [-1.83764, -2.62439, 1.92368], [-3.81870, -3.15948, 0.34953], [-3.71052, -4.36986, 1.67232]], "forces_ev_per_a": [[-0.808, 0.048, 0.433], [-0.644, 0.630, 0.300], [-0.805, 0.034, 0.059], [-0.540, 0.386, -0.109], [-0.145, -0.889, -1.972], [2.949, 4.558, -1.667], [-4.380, -2.856, -2.189], [3.358, -2.112, 5.332], [0.897, 0.421, 0.378], [-2.379, -0.369, 0.101], [1.732, -0.482, 0.328], [-0.057, 0.581, -0.340], [0.394, 0.137, -0.033], [0.216, -0.298, -0.078], [0.237, -0.344, 0.059], [-0.562, 0.136, 0.168], [0.571, 0.126, 0.479], [-1.452, -0.294, -0.027], [1.180, -0.493, -0.417], [0.307, 0.076, -0.645], [0.351, 0.173, 0.229], [-0.496, 0.038, -0.014], [-0.293, 0.348, -0.036], [-0.050, 0.011, 0.355], [-0.195, 0.213, -0.332], [1.053, -0.687, -0.995], [-1.384, 0.275, -0.456], [0.521, -0.171, 1.056], [-0.185, 0.831, 0.499], [0.021, -0.551, -0.174], [-0.044, -0.065, -0.266], [0.049, 0.339, 0.413], [0.249, -0.145, -0.428], [-0.814, -0.280, -0.591], [1.062, -0.664, 0.053], [0.100, 1.170, 0.719], [0.165, 0.217, 0.292], [-0.253, 0.075, -0.284], [-0.085, -0.220, -0.067], [0.157, 0.096, -0.128]], "lumo_ev": -8.78, "e_above_lowest_kcal_mol": 16.10, "homo_ev": -13.99, "charge": 2}

---

No. 5
{"formula": "C9H16AgN2O7", "method": "ωB97M-V with the def2-TZVPD basis set", "symbols": ["C", "C", "O", "C", "O", "C", "C", "O", "N", "O", "O", "C", "O", "C", "C", "C", "N", "O", "H", "H", "H", "H", "H", "H", "H", "H", "H", "H", "H", "H", "H", "H", "H", "H", "Ag"], "xyz": [[-2.78101, 0.22166, -2.44207], [-1.32386, 0.74431, -2.57683], [-0.79621, 0.15133, -3.74149], [-0.41099, 0.35967, -1.38353], [-1.16433, -0.17221, -0.29534], [-0.37536, -0.81437, 0.68382], [-0.77757, -2.29849, 0.64110], [-0.37290, -2.77744, -0.64166], [0.98726, -3.11537, -0.53958], [1.58113, -2.75947, -1.48288], [-0.72297, -0.27261, 1.94067], [-0.42486, 1.05782, 2.08051], [-1.09871, 1.90005, 1.69619], [0.85859, 1.46327, 2.86123], [2.08158, 1.66778, 1.90128], [3.01543, 0.45082, 1.81014], [3.40195, -0.13896, 0.66137], [3.46114, 0.02039, 2.85199], [-3.39493, 0.84789, -3.11248], [-3.20557, 0.31382, -1.40131], [-2.81716, -0.79241, -2.83628], [-1.34129, 1.83010, -2.65632], [-0.53293, -0.74585, -3.49451], [0.09045, 1.28684, -1.04695], [0.39681, -0.32235, -1.67433], [0.69774, -0.70699, 0.47758], [-0.35248, -2.87902, 1.46285], [-1.86366, -2.30334, 0.70399], [1.04725, 0.75463, 3.67035], [0.63875, 2.43834, 3.28817], [1.72610, 1.87238, 0.88804], [2.62862, 2.54474, 2.25481], [3.18404, -1.14027, 0.74012], [2.86422, 0.20500, -0.13412], [-4.90427, 1.10831, -1.15452]], "forces_ev_per_a": [[-0.347, 0.976, -0.515], [-0.014, -1.122, 0.732], [-0.042, 0.540, 0.043], [0.031, 0.996, 0.534], [0.808, -0.117, -0.307], [-1.380, -0.347, -0.190], [-0.026, 0.508, 0.401], [-0.259, 0.244, 0.161], [0.644, 0.322, -0.131], [-0.275, -0.443, 0.112], [0.705, -0.638, 0.177], [3.133, -1.857, 2.100], [-3.157, 3.163, -1.971], [-0.117, -0.914, -0.383], [-0.601, 0.178, 0.415], [-0.034, 1.042, -1.463], [-2.012, -0.462, -0.248], [0.322, -0.543, 2.009], [0.224, -0.250, -0.215], [1.001, -0.654, 0.030], [-0.336, -0.107, 0.509], [0.166, -0.089, -0.427], [0.002, 0.020, -0.338], [-0.077, -0.161, 0.014], [-0.387, -0.160, -0.290], [-0.034, 0.212, -0.038], [0.084, -0.032, -0.148], [0.020, -0.319, -0.128], [0.191, 0.118, -0.080], [-0.030, -0.053, 0.031], [0.238, -0.018, -0.036], [0.339, -0.277, -0.069], [1.229, -0.156, -0.222], [0.382, 0.235, -0.047], [-0.392, 0.164, -0.022]], "lumo_ev": [-8.29, -11.58], "homo_ev": [-16.33, -16.33], "charge": 2, "multiplicity": 2}

---

No. 6
{"formula": "C9H16AlNO7P", "method": "ωB97M-V with the def2-TZVPD basis set", "symbols": ["C", "C", "O", "C", "Al", "P", "N", "O", "O", "H", "H", "H", "H", "H", "H", "H", "H", "H", "H", "H", "H", "C", "C", "C", "O", "C", "C", "C", "O", "O", "O", "H", "H", "H", "H"], "xyz": [[0.54158, 0.93518, -0.52924], [-0.94877, 1.38541, -0.30767], [-1.06098, 2.72610, -0.79628], [-1.83965, 0.47246, -1.23492], [-3.59854, -0.15143, -0.42230], [-5.21731, 1.54378, -0.71736], [-4.55063, 2.89704, -1.25555], [-6.37154, 1.07965, -1.90153], [-5.99435, 1.88778, 0.73723], [1.24427, 1.43214, 0.15823], [0.77335, 1.17955, -1.58148], [0.60620, -0.16500, -0.45603], [-1.23886, 1.32791, 0.74914], [-0.82960, 2.68874, -1.71798], [-2.05432, 0.98749, -2.19072], [-1.23782, -0.43330, -1.45650], [-3.48430, -0.69695, 1.07294], [-4.11959, -1.39218, -1.31921], [-4.94769, 3.17100, -2.14992], [-5.97825, 1.25947, -2.74893], [-6.36954, 2.76832, 0.63430], [4.23929, -3.04770, 0.58429], [5.30104, -2.26693, 0.79040], [5.18396, -0.94793, 1.47869], [6.18862, -0.28427, 1.65769], [3.85722, -0.51131, 1.90474], [2.79099, -1.29001, 1.69647], [2.91226, -2.62156, 1.03160], [1.91987, -3.30325, 0.88054], [1.56465, -0.91530, 2.07253], [6.53418, -2.62556, 0.39115], [4.31374, -4.00561, 0.08891], [3.78187, 0.45336, 2.38619], [0.97579, -1.64455, 1.81014], [7.11289, -1.89253, 0.66043]], "forces_ev_per_a": [[-0.756, -0.051, 0.236], [0.586, -0.846, -2.423], [0.060, 0.372, 1.652], [0.042, -0.069, 1.017], [0.665, -0.981, -0.381], [0.049, 1.575, -0.512], [-0.599, -0.809, 0.189], [-0.094, -0.031, 1.939], [-0.019, -0.835, -1.398], [-0.125, -0.172, -0.268], [0.097, -0.002, 0.419], [0.170, 0.449, 0.231], [0.063, 0.389, -0.282], [-0.057, -0.072, -0.534], [0.223, -0.105, 0.383], [-0.506, 0.221, -0.098], [0.094, 0.203, 0.356], [-0.163, 0.027, -0.169], [0.031, 0.239, 0.078], [0.309, 0.136, -0.470], [-0.030, 0.350, -0.001], [-0.316, -0.071, 0.032], [0.352, -0.650, -0.401], [-0.626, 0.570, 0.360], [0.329, -0.204, -0.155], [0.586, 0.046, -0.046], [-0.566, 0.727, 0.395], [0.397, -0.487, -0.357], [-0.209, 0.165, 0.143], [0.541, -0.583, -0.199], [-0.368, 0.371, 0.268], [0.006, 0.010, 0.003], [-0.034, -0.007, -0.011], [-0.276, 0.018, -0.022], [0.143, 0.107, 0.029]], "lumo_ev": 0.19, "homo_ev": -4.54, "charge": -1}

---

No. 7
{"formula": "C9H16BrN3O7P", "method": "ωB97M-V with the def2-TZVPD basis set", "symbols": ["C", "C", "N", "C", "N", "N", "P", "O", "Br", "H", "H", "H", "H", "H", "H", "H", "H", "C", "C", "O", "C", "O", "O", "H", "H", "H", "H", "C", "C", "O", "C", "O", "O", "H", "H", "H", "H"], "xyz": [[-0.39499, -0.80771, -1.34418], [-0.68047, 0.04083, -2.32502], [-1.74800, 1.02614, -2.12384], [-2.96163, 0.36522, -2.27131], [-3.74836, 0.24141, -1.18468], [-3.33003, -0.16205, -3.41349], [-1.59944, 2.47794, -3.20754], [-2.33001, 3.59234, -2.28702], [0.50214, 2.92806, -2.82879], [-0.55958, -0.48603, -0.31846], [-0.02479, -1.80567, -1.53443], [-0.11892, 0.06006, -3.25569], [-3.36296, 0.78130, -0.41692], [-4.72886, 0.47240, -1.31615], [-4.24774, -0.57255, -3.51138], [-2.67360, -0.19021, -4.17959], [-3.20515, 3.31111, -1.98392], [3.39073, 0.78425, 0.41092], [4.56596, -0.10745, 0.76326], [3.95083, -1.40160, 0.84294], [2.82558, -1.38611, 0.11218], [2.17202, -2.34513, -0.16104], [2.52282, -0.12923, -0.28619], [3.65683, 1.61850, -0.23256], [2.87211, 1.15084, 1.29453], [5.32304, -0.13509, -0.02154], [5.03572, 0.14648, 1.70844], [-0.89949, -1.03188, 3.90040], [-0.28948, -1.69112, 2.67553], [0.68775, -0.72334, 2.27180], [1.01978, 0.02272, 3.35614], [1.92515, 0.79070, 3.38677], [0.18318, -0.22982, 4.38094], [-1.21350, -1.73686, 4.66418], [-1.73572, -0.37552, 3.65166], [0.22098, -2.62516, 2.91018], [-1.00188, -1.86780, 1.87390]], "forces_ev_per_a": [[-0.338, 0.149, 0.105], [0.231, -0.279, 0.148], [0.922, -0.066, -0.106], [0.102, -0.294, 0.212], [-0.058, 1.564, -0.179], [-0.151, 0.279, 0.202], [-0.142, 0.070, -0.266], [0.008, -0.238, 0.188], [-0.080, 0.074, 0.152], [-0.681, -0.484, -0.021], [1.010, 0.394, 0.120], [-0.631, -0.365, -0.377], [0.026, -0.198, 0.119], [-0.187, -0.749, 0.048], [0.172, -0.277, -0.156], [-0.158, 0.116, -0.147], [0.028, 0.312, -0.034], [0.048, 0.113, 0.094], [0.080, 0.134, -0.047], [0.011, -0.005, 0.028], [-0.083, 0.072, -0.017], [-0.088, -0.059, 0.006], [0.074, 0.064, -0.008], [-0.049, -0.101, -0.159], [0.004, -0.049, 0.031], [-0.011, -0.008, -0.017], [-0.092, -0.130, 0.087], [-0.074, -0.099, -0.063], [-0.019, -0.129, 0.081], [-0.087, 0.032, -0.028], [0.002, -0.051, 0.028], [0.037, 0.057, -0.034], [-0.033, 0.002, 0.003], [0.117, 0.035, 0.087], [0.012, 0.013, -0.015], [0.014, 0.004, 0.016], [0.065, 0.098, -0.082]], "lumo_ev": -4.05, "homo_ev": -12.88, "charge": 1}